#w
A cluster of 2 separate species, C4H12S in total, computed with ωB97M-V/def2-TZVPD.

LUMO level = 0.0393 Ha
E_HOMO = -8.5 eV
SMILES = CSC.CC

```
! wB97M-V def2-TZVPD RIJCOSX def2/J DEFGRID3
* xyz 0 1
C 0.123 2.046 -1.704
C 1.274 1.740 -2.705
H 0.028 3.062 -1.348
H -0.782 1.888 -2.298
H 0.075 1.271 -0.946
H 2.130 2.390 -2.545
H 0.937 1.781 -3.737
H 1.586 0.715 -2.533
C 0.661 -1.058 2.151
C -1.893 -2.232 1.835
S -0.974 -0.699 1.522
H 1.247 -0.165 2.065
H 0.674 -1.375 3.197
H 1.184 -1.814 1.562
H -2.636 -2.243 1.035
H -2.344 -2.207 2.823
H -1.290 -3.100 1.626
*
```

Population analysis type Mulliken, resulting atomic charges in e: atom 1 (C): -0.524, atom 2 (C): -0.827, atom 3 (H): 0.318, atom 4 (H): 0.243, atom 5 (H): -0.003, atom 6 (H): 0.254, atom 7 (H): 0.255, atom 8 (H): 0.286, atom 9 (C): -0.875, atom 10 (C): -0.830, atom 11 (S): -0.067, atom 12 (H): 0.299, atom 13 (H): 0.336, atom 14 (H): 0.286, atom 15 (H): 0.292, atom 16 (H): 0.273, atom 17 (H): 0.284



#x
A cluster of 2 separate species, C4H12S in total, computed with ωB97M-V/def2-TZVPD.

LUMO level = 0.0323 Ha
E_HOMO = -8.5 eV
SMILES = CSC.CC

```
! wB97M-V def2-TZVPD RIJCOSX def2/J DEFGRID3
* xyz 0 1
C -1.907 -2.044 1.369
C -1.876 -2.701 -0.083
H -1.859 -0.936 1.319
H -2.788 -2.382 1.948
H -1.007 -2.624 1.762
H -2.024 -1.795 -0.749
H -2.709 -3.287 -0.468
H -0.921 -3.186 -0.263
C 2.689 1.188 -0.061
C 0.631 3.041 -0.986
S 1.593 2.448 0.502
H 2.138 0.650 -0.859
H 3.642 1.456 -0.547
H 2.984 0.514 0.749
H 0.142 3.916 -0.519
H -0.117 2.414 -1.438
H 1.390 3.330 -1.676
*
```

Population analysis type Mulliken, resulting atomic charges in e: atom 1 (C): -0.652, atom 2 (C): -0.764, atom 3 (H): 0.239, atom 4 (H): 0.242, atom 5 (H): 0.193, atom 6 (H): 0.193, atom 7 (H): 0.309, atom 8 (H): 0.240, atom 9 (C): -0.795, atom 10 (C): -0.805, atom 11 (S): -0.069, atom 12 (H): 0.238, atom 13 (H): 0.300, atom 14 (H): 0.292, atom 15 (H): 0.256, atom 16 (H): 0.299, atom 17 (H): 0.285



The structure with the least stability is #x.



#w
A cluster of 2 separate species, C4H12S in total, computed with ωB97M-V/def2-TZVPD.

LUMO level = 0.0365 Ha
E_HOMO = -8.4 eV
SMILES = CSC.CC

```
! wB97M-V def2-TZVPD RIJCOSX def2/J DEFGRID3
* xyz 0 1
C -0.351 -2.290 -0.627
C -1.706 -1.679 1.777
S -2.012 -2.015 0.046
H 0.391 -2.351 0.168
H -0.379 -3.240 -1.140
H -0.082 -1.483 -1.305
H -1.277 -2.528 2.322
H -2.626 -1.562 2.349
H -1.077 -0.800 1.904
C 1.418 2.758 -1.137
C 0.784 1.752 -0.192
H 0.858 2.954 -2.055
H 1.553 3.734 -0.710
H 2.401 2.428 -1.477
H -0.268 1.902 0.019
H 1.423 1.660 0.684
H 0.948 0.759 -0.625
*
```

Population analysis type Mulliken, resulting atomic charges in e: atom 1 (C): -0.761, atom 2 (C): -0.821, atom 3 (S): -0.077, atom 4 (H): 0.272, atom 5 (H): 0.337, atom 6 (H): 0.199, atom 7 (H): 0.302, atom 8 (H): 0.303, atom 9 (H): 0.242, atom 10 (C): -1.026, atom 11 (C): -0.602, atom 12 (H): 0.312, atom 13 (H): 0.307, atom 14 (H): 0.291, atom 15 (H): 0.313, atom 16 (H): 0.289, atom 17 (H): 0.120



#x
A cluster of 2 separate species, C4H12S in total, computed with ωB97M-V/def2-TZVPD.

LUMO level = 0.0345 Ha
E_HOMO = -8.4 eV
SMILES = CSC.CC

```
! wB97M-V def2-TZVPD RIJCOSX def2/J DEFGRID3
* xyz 0 1
C 0.120 0.594 -3.097
C -1.097 1.387 -0.409
S 0.135 1.612 -1.585
H -0.816 0.513 -3.707
H 1.118 0.879 -3.613
H 0.374 -0.368 -2.706
H -1.153 2.348 0.291
H -1.089 0.612 0.390
H -2.061 1.619 -0.903
C 0.497 -1.376 1.165
C 0.568 -0.901 2.623
H 1.386 -2.108 1.194
H -0.300 -1.942 0.886
H 0.496 -0.414 0.491
H 0.343 -1.738 3.333
H -0.094 -0.165 2.770
H 1.573 -0.553 2.875
*
```

Population analysis type Mulliken, resulting atomic charges in e: atom 1 (C): -0.704, atom 2 (C): -0.744, atom 3 (S): -0.077, atom 4 (H): 0.287, atom 5 (H): 0.252, atom 6 (H): 0.234, atom 7 (H): 0.228, atom 8 (H): 0.173, atom 9 (H): 0.325, atom 10 (C): -0.616, atom 11 (C): -0.940, atom 12 (H): 0.305, atom 13 (H): 0.390, atom 14 (H): -0.039, atom 15 (H): 0.289, atom 16 (H): 0.373, atom 17 (H): 0.267



The structure with the least stability is #x.



#w
A structure of composition C4H8O4, computed with ωB97M-V/def2-TZVPD.

LUMO level = 0.0202 Ha
E_HOMO = -8.6 eV

```
! wB97M-V def2-TZVPD RIJCOSX def2/J DEFGRID3
* xyz 0 1
C 0.023 -0.935 -0.159
C -0.878 1.297 1.211
C 0.348 0.927 -0.821
C -0.181 1.804 0.044
O 1.343 -1.046 0.319
O -0.720 -1.924 0.556
O -0.122 -1.398 -1.473
O 1.303 1.133 -1.709
H 1.620 -1.974 0.291
H -0.666 -1.730 1.499
H -0.262 -2.356 -1.448
H 1.331 0.369 -2.306
H -0.333 2.815 -0.317
H -1.778 1.839 1.486
H -0.231 1.111 2.069
H -0.795 0.069 0.758
*
```

Population analysis type Mulliken, resulting atomic charges in e: atom 1 (C): 0.494, atom 2 (C): -0.772, atom 3 (C): 0.299, atom 4 (C): -0.322, atom 5 (O): -0.461, atom 6 (O): -0.569, atom 7 (O): -0.536, atom 8 (O): -0.469, atom 9 (H): 0.294, atom 10 (H): 0.349, atom 11 (H): 0.340, atom 12 (H): 0.374, atom 13 (H): 0.370, atom 14 (H): 0.365, atom 15 (H): 0.258, atom 16 (H): -0.013



#x
An isolated molecule of C4H8O4, computed with ωB97M-V/def2-TZVPD.

LUMO level = 0.0193 Ha
E_HOMO = -10.0 eV
SMILES = C[C@]1(O)O[C@@]1(O)CO

```
! wB97M-V def2-TZVPD RIJCOSX def2/J DEFGRID3
* xyz 0 1
C 0.646 -0.054 -0.439
C -0.568 0.649 -0.006
C 2.105 0.488 -0.123
C -1.927 -0.126 0.193
O -0.127 0.543 -1.402
O 0.625 -1.438 -0.450
O -0.631 1.882 0.545
O -2.121 -1.356 -0.439
H 2.543 -0.150 0.544
H 1.974 1.545 0.311
H 2.507 0.543 -1.115
H -2.737 0.628 -0.138
H -1.978 -0.297 1.294
H 1.330 -1.731 -1.017
H 0.061 2.443 0.116
H -1.183 -1.599 -0.541
*
```

Population analysis type Mulliken, resulting atomic charges in e: atom 1 (C): 0.949, atom 2 (C): 0.224, atom 3 (C): -1.212, atom 4 (C): -0.406, atom 5 (O): -0.496, atom 6 (O): -0.569, atom 7 (O): -0.519, atom 8 (O): -0.535, atom 9 (H): 0.384, atom 10 (H): 0.213, atom 11 (H): 0.374, atom 12 (H): 0.278, atom 13 (H): 0.263, atom 14 (H): 0.330, atom 15 (H): 0.351, atom 16 (H): 0.371



The structure with the least stability is #w.



#w
An isolated molecule of C4H8O4, computed with ωB97M-V/def2-TZVPD.

LUMO level = -0.0074 Ha
E_HOMO = -10.2 eV
SMILES = CC1(C)OOC1(O)O

```
! wB97M-V def2-TZVPD RIJCOSX def2/J DEFGRID3
* xyz 0 1
C 1.043 1.336 -0.019
C 1.118 -1.146 -0.577
C 0.459 -0.043 0.232
O 0.318 -0.342 1.590
H 2.095 1.342 0.262
H 0.514 2.079 0.575
H 0.958 1.592 -1.073
H 2.190 -1.143 -0.384
H 0.947 -0.971 -1.637
H 0.714 -2.117 -0.308
C -1.186 -0.084 0.187
O -1.743 0.971 -0.466
O -1.635 -1.252 -0.360
O -1.263 -0.016 1.584
H -2.306 1.487 0.126
H -2.223 -1.693 0.266
*
```

Population analysis type Mulliken, resulting atomic charges in e: atom 1 (C): -1.497, atom 2 (C): -1.480, atom 3 (C): 1.276, atom 4 (O): -0.310, atom 5 (H): 0.408, atom 6 (H): 0.362, atom 7 (H): 0.294, atom 8 (H): 0.420, atom 9 (H): 0.329, atom 10 (H): 0.338, atom 11 (C): 0.533, atom 12 (O): -0.497, atom 13 (O): -0.509, atom 14 (O): -0.336, atom 15 (H): 0.335, atom 16 (H): 0.332



#x
A cluster of 2 separate species, C4H8O4 in total, computed with ωB97M-V/def2-TZVPD.

LUMO level = 0.0153 Ha
E_HOMO = -10.0 eV
SMILES = O=CCCC(=O)O.O

```
! wB97M-V def2-TZVPD RIJCOSX def2/J DEFGRID3
* xyz 0 1
O -1.926 -0.245 0.311
C -0.997 -0.996 0.155
O -1.166 -2.313 -0.039
C 0.449 -0.580 0.142
C 0.731 0.477 1.204
C 1.965 1.280 0.896
O 3.027 1.099 1.430
H -2.100 -2.542 0.089
H 1.090 -1.457 0.221
H 0.624 -0.166 -0.850
H 0.778 0.064 2.211
H -0.117 1.170 1.212
H 1.856 2.069 0.126
H -1.677 1.255 -1.865
H -1.496 0.051 -2.788
O -1.042 0.834 -2.454
*
```

Population analysis type Mulliken, resulting atomic charges in e: atom 1 (O): -0.560, atom 2 (C): 0.405, atom 3 (O): -0.466, atom 4 (C): -0.365, atom 5 (C): -0.477, atom 6 (C): -0.085, atom 7 (O): -0.457, atom 8 (H): 0.353, atom 9 (H): 0.335, atom 10 (H): 0.321, atom 11 (H): 0.354, atom 12 (H): 0.297, atom 13 (H): 0.362, atom 14 (H): 0.319, atom 15 (H): 0.313, atom 16 (O): -0.648



The structure with the least stability is #w.